Computed, not measured: C28H45N3O10S2SbSi3Zr as an isolated structure, with ωB97M-V/def2-TZVPD.

As for the HOMO energy: -5.33 eV. As for the orbital gap: 0.26826 Ha. As for the total charge: -1. The calculation puts the LUMO energy at 1.965 eV. As for the spin multiplicity: 1.

Cartesian coordinates (Å):
Zr -1.1392 0.3939 -0.6885
N -1.2714 2.8123 -0.3373
C -1.2739 3.0894 1.1031
C -2.1656 2.0715 1.7802
O -2.6694 2.2852 2.8807
N -2.2559 0.9393 1.0574
C -3.0868 -0.1347 1.5836
C -2.4495 -1.4743 1.2265
O -2.7681 -2.5100 1.7662
O -1.4780 -1.3709 0.3326
H -2.1576 3.1203 -0.7335
H -0.5171 3.2930 -0.8189
H -0.2598 2.9540 1.4874
H -1.6060 4.0920 1.3644
H -3.1892 -0.0641 2.6634
H -4.0904 -0.1104 1.1500
O -0.9147 2.2851 -4.6013
C -0.5509 1.5326 -3.7216
O -1.1754 1.3515 -2.5893
C 0.6639 0.6326 -3.9118
C 0.2542 -0.8362 -3.6699
C 1.2941 -1.7886 -4.2462
C 2.4818 -1.5580 -3.2807
C 1.8631 -0.6105 -2.2505
O 0.4664 -0.9916 -2.2437
C 1.7751 0.8146 -2.8132
C 1.3056 1.7815 -1.7363
O 1.4222 2.9831 -1.8560
O 0.7849 1.1797 -0.6904
H 1.0445 0.7923 -4.9165
H -0.7733 -1.0637 -3.9199
H 1.5247 -1.5568 -5.2861
H 0.9309 -2.8144 -4.1875
H 3.3383 -1.0902 -3.7675
H 2.8150 -2.4855 -2.8178
H 2.2682 -0.6841 -1.2503
H 2.7111 1.1861 -3.2237
C 0.3018 -3.6277 2.8901
Si 1.3603 -2.6115 1.7396
C 1.2034 -3.3481 0.0279
C 3.1423 -2.8997 2.2635
Sb 0.6563 -0.1228 1.8323
Si 3.0372 0.8161 1.9858
C 4.0892 0.4074 0.4805
C 4.0836 0.4464 3.4952
C 2.7838 2.6771 1.9230
Si 0.2617 -0.2813 4.3633
C 1.5939 -1.1682 5.3558
C 0.2010 1.5001 4.9330
C -1.3985 -1.0613 4.7295
H 0.5924 -4.6802 2.8021
H -0.7559 -3.5336 2.6194
H 0.4211 -3.3201 3.9333
H 1.0875 -4.4330 0.1316
H 2.0966 -3.1554 -0.5763
H 0.3299 -2.9594 -0.5005
H 3.4202 -3.9252 1.9934
H 3.2572 -2.7924 3.3466
H 3.8492 -2.2186 1.7842
H 4.0899 -0.6555 0.2234
H 5.1240 0.7081 0.6744
H 3.7312 0.9659 -0.3904
H 4.3128 -0.6196 3.5837
H 3.5881 0.7592 4.4190
H 5.0267 0.9954 3.4025
H 2.2985 2.9472 0.9788
H 3.7296 3.2253 1.9940
H 2.1335 3.0115 2.7383
H 2.0614 -0.4682 6.0544
H 2.3838 -1.5885 4.7300
H 1.1489 -1.9871 5.9280
H 1.1636 1.9998 4.7760
H -0.0452 1.5613 5.9994
H -0.5692 2.0405 4.3734
H -1.7112 -1.7771 3.9642
H -2.1592 -0.2763 4.7794
H -1.3682 -1.5823 5.6914
O -4.5733 -1.4849 -1.8439
S -3.5628 -0.5321 -2.1866
O -2.1765 -1.0366 -2.0426
N -3.6383 0.8434 -1.3578
C -4.0203 1.8681 -2.1769
S -4.3521 3.4010 -1.6700
C -4.0651 1.4654 -3.6222
C -4.2269 2.2762 -4.7297
C -4.0948 1.7063 -5.9877
C -3.8068 0.3516 -6.1409
C -3.6551 -0.4691 -5.0320
C -3.8011 0.1227 -3.7930
H -4.4202 3.3322 -4.5955
H -4.1933 2.3307 -6.8673
H -3.6818 -0.0635 -7.1328
H -3.4368 -1.5257 -5.1312


Computed, not measured: C28H46B2N11O5SW as an isolated structure, with ωB97M-V/def2-TZVPD.

As for the HOMO energy (alpha / beta): -9.61 / -10.50 eV. For the energy relative to the best compared isomer or geometry (same formula, charge and spin), the calculation gives 31.0 kJ/mol. As for the orbital gap (alpha / beta): 0.29089 / 0.28340 Ha. As for the total charge: +1. The calculation puts the LUMO energy (alpha / beta) at -1.696 / -2.789 eV. As for the spin multiplicity: 3.

Cartesian coordinates (Å):
W -0.1634 0.4689 -0.0836
C -0.7847 4.2958 -0.3363
C 0.1295 3.6541 -1.3251
C 0.7259 4.2986 -2.4136
C 1.4498 3.3300 -3.0771
C 2.2743 3.4518 -4.3139
N 1.2954 2.1766 -2.4033
N 0.4841 2.3652 -1.3257
B 1.8190 0.7764 -2.7403
N 0.6259 -0.1508 -3.0275
N -0.4322 -0.2339 -2.1652
C -1.4454 -0.7748 -2.8527
C -2.8319 -0.9914 -2.3561
C -1.0242 -1.0751 -4.1495
C 0.2862 -0.6573 -4.2266
C 1.2076 -0.7022 -5.3990
N 2.6384 0.2732 -1.5378
N 2.1355 0.3483 -0.2751
C 3.1718 0.1668 0.5571
C 3.1424 0.2577 2.0498
C 4.3328 -0.0620 -0.1808
C 3.9568 0.0264 -1.5066
C 4.8078 -0.0970 -2.7258
H -0.4388 5.3068 -0.1206
H -0.8526 3.7404 0.5935
H -1.7901 4.3643 -0.7545
H 0.6321 5.3374 -2.6804
H 2.2685 4.4856 -4.6518
H 1.8790 2.8304 -5.1178
H 3.3077 3.1535 -4.1369
H 2.5232 0.8181 -3.6984
H -2.9887 -0.5934 -1.3600
H -3.0632 -2.0543 -2.3594
H -3.5309 -0.4950 -3.0304
H -1.6154 -1.5150 -4.9341
H 0.7319 -1.2539 -6.2068
H 2.1485 -1.1932 -5.1511
H 1.4429 0.2984 -5.7613
H 2.1448 0.4026 2.4459
H 3.7629 1.0957 2.3717
H 3.5780 -0.6458 2.4808
H 5.3211 -0.2423 0.2065
H 5.7990 -0.4406 -2.4382
H 4.9110 0.8621 -3.2334
H 4.3878 -0.8039 -3.4404
C 1.1757 -1.9651 3.8601
O 1.2856 -2.7305 2.6484
C 1.0295 -2.1264 1.4984
O 0.5583 -0.9829 1.4519
N 1.3423 -2.8933 0.4513
N 0.9852 -2.4733 -0.8209
H 1.1088 -2.7010 4.6544
H 0.2908 -1.3347 3.8445
H 2.0619 -1.3495 3.9938
H 1.5955 -3.8524 0.6465
H 0.1277 -2.9217 -1.1242
H 1.7523 -2.5909 -1.4679
O -3.7950 2.8336 -0.9693
S -3.2637 1.8574 -0.0261
N -1.8499 1.4296 -0.2344
N 0.4119 4.0092 5.1670
C 0.3119 3.2477 4.0553
C 1.1914 3.4098 2.9730
C 1.0597 2.6060 1.8707
N 0.1246 1.6462 1.7626
C -0.7252 1.4898 2.7941
C -0.6674 2.2473 3.9357
H 1.0456 4.7871 5.1951
H -0.2832 3.9524 5.8888
H 1.9632 4.1672 2.9958
H 1.7201 2.7222 1.0203
H -1.4873 0.7295 2.6655
H -1.3863 2.0822 4.7270
C -2.1936 -4.4577 1.5330
C -2.7342 -3.1750 0.9237
C -3.7987 -3.5218 -0.1068
O -1.6366 -2.5052 0.2430
B -1.6834 -1.1398 0.4967
O -2.6960 -0.8647 1.3994
C -3.2071 -2.0994 1.9573
C -4.7108 -1.9708 2.1180
C -2.5584 -2.2630 3.3256
H -1.9005 -5.1402 0.7346
H -2.9616 -4.9516 2.1299
H -1.3250 -4.2752 2.1635
H -3.3417 -4.0982 -0.9120
H -4.2545 -2.6307 -0.5303
H -4.5846 -4.1280 0.3436
H -5.1968 -1.6983 1.1842
H -4.9262 -1.1917 2.8490
H -5.1397 -2.9065 2.4803
H -1.4773 -2.3474 3.2261
H -2.9289 -3.1472 3.8436
H -2.7883 -1.3865 3.9324


Computed, not measured: C28H46BIrN5O2 as an isolated structure, with ωB97M-V/def2-TZVPD.

As for the HOMO energy (alpha / beta): -11.70 / -13.84 eV. For the energy relative to the best compared isomer or geometry (same formula, charge and spin), the calculation gives 22.9 kJ/mol. As for the orbital gap (alpha / beta): 0.25914 / 0.18674 Ha. As for the total charge: +2. The calculation puts the LUMO energy (alpha / beta) at -4.645 / -8.763 eV. As for the spin multiplicity: 6.

Cartesian coordinates (Å):
Ir 0.4709 0.6216 -0.4735
C 0.9701 3.3704 2.2617
C 1.2009 3.8986 0.8384
N 0.4818 3.2041 -0.2371
C 0.8958 3.7631 -1.5339
C 0.4599 2.9192 -2.7204
N 0.9530 1.5303 -2.6549
C 2.2755 1.2655 -3.2534
C 3.4744 1.9716 -2.6382
C 3.8206 1.8123 -1.1420
N 2.9573 0.9707 -0.2836
C 3.3205 1.2161 1.1254
C 2.3548 0.5431 2.0828
N 0.9441 0.8427 1.7724
C 0.3246 2.0051 2.4500
H 0.3202 4.0621 2.8014
H 1.9188 3.4023 2.7985
H 2.2585 3.8214 0.5847
H 0.9725 4.9697 0.8149
H -0.5215 3.3322 -0.1235
H 1.9820 3.8392 -1.5131
H 0.5187 4.7848 -1.6678
H 0.7830 3.4050 -3.6483
H -0.6316 2.8721 -2.7467
H 0.2958 0.9647 -3.1865
H 2.2528 1.5494 -4.3140
H 2.4135 0.1817 -3.2283
H 3.4021 3.0362 -2.8630
H 4.3315 1.6278 -3.2211
H 3.8192 2.8032 -0.6848
H 4.8516 1.4533 -1.0543
H 3.1835 -0.0027 -0.4745
H 3.3301 2.2911 1.2886
H 4.3367 0.8615 1.3398
H 2.5983 0.8231 3.1131
H 2.4661 -0.5420 2.0082
H 0.4163 0.0346 2.1043
H 0.2958 1.8106 3.5300
H -0.7111 2.0320 2.1011
O -2.4539 1.8192 -0.5277
B -1.5621 0.6873 -0.7820
O -2.4915 -0.3800 -1.1607
C -3.7313 0.0564 -1.0664
C -4.9271 -0.6344 -1.2823
C -6.0751 0.0928 -1.1029
C -6.0567 1.4680 -0.7148
C -4.8886 2.1586 -0.4909
C -3.7159 1.4328 -0.6734
H -4.9307 -1.6723 -1.5737
H -7.0367 -0.3741 -1.2556
H -7.0052 1.9706 -0.5953
H -4.8758 3.1957 -0.1964
C -1.1032 -5.6387 2.9071
C -1.1116 -4.2088 2.4575
C -1.8586 -3.2539 3.1438
C -1.8701 -1.9177 2.7377
C -2.6808 -0.8957 3.4757
C -1.1194 -1.5580 1.6429
C -0.3383 -2.4850 0.8940
C -0.3695 -3.8313 1.3517
N 0.3580 -1.9818 -0.1369
C 0.9484 -2.7521 -1.2407
C 0.0975 -2.3726 -2.4602
C 2.3768 -2.2351 -1.4332
C 1.0122 -4.2811 -1.1702
H -1.6729 -5.7697 3.8251
H -0.0846 -5.9809 3.0886
H -1.5377 -6.2852 2.1442
H -2.4385 -3.5536 4.0035
H -3.3735 -1.3660 4.1680
H -3.2598 -0.2805 2.7865
H -2.0395 -0.2310 4.0557
H -1.1750 -0.5383 1.2757
H 0.2189 -4.5919 0.8746
H -0.0040 -1.2864 -2.5337
H -0.9021 -2.7956 -2.3798
H 0.5611 -2.7470 -3.3723
H 2.3547 -1.1914 -1.7380
H 2.8799 -2.7957 -2.2173
H 2.9577 -2.3393 -0.5172
H 0.0278 -4.7415 -1.1063
H 1.6431 -4.6364 -0.3587
H 1.4661 -4.6261 -2.0982


Computed, not measured: C28H46BN6RbS3 as an isolated structure, with ωB97M-V/def2-TZVPD.

As for the HOMO energy: 0.02 eV. For the energy relative to the best compared isomer or geometry (same formula, charge and spin), the calculation gives 61.8 kJ/mol. As for the orbital gap: 0.14344 Ha. As for the total charge: -2. The calculation puts the LUMO energy at 3.921 eV. As for the spin multiplicity: 1.

Cartesian coordinates (Å):
Rb -0.7248 -1.2831 -2.6418
C -2.4045 2.0944 -3.6949
C -1.0439 2.7186 -3.2694
C 0.0625 2.2179 -4.1704
C -0.7610 2.5883 -1.7962
C -1.1572 3.4894 -0.8207
C -0.7920 2.8820 0.3767
C -0.9636 3.5011 1.7744
C 0.3003 3.8101 2.5586
C -1.9559 2.6973 2.5917
N -0.2004 1.7116 0.0561
N -0.1846 1.4811 -1.2784
B 0.2834 0.5879 1.0232
N 1.5446 -0.1447 0.3966
N 1.3910 -1.3310 -0.2534
C 2.6563 -1.6934 -0.5508
C 3.6030 -0.7926 0.0073
C 2.8247 0.1841 0.5697
C 3.2163 1.4007 1.3157
C 3.2064 2.6410 0.3825
C 4.5323 1.2274 2.0310
C 2.9768 -3.0056 -1.2326
C 2.0194 -3.3820 -2.3296
C 3.0818 -4.1379 -0.2167
N -0.8854 -0.4335 1.2540
N -1.7923 -0.6000 0.2629
C -2.5915 -1.5966 0.6708
C -2.1924 -2.0822 1.9291
C -1.1255 -1.2873 2.3104
C -0.2988 -1.3213 3.5817
C -0.5290 -0.1717 4.5860
C 1.2364 -1.4860 3.2899
C -3.6846 -2.1746 -0.2252
C -4.2679 -1.0477 -1.1382
C -3.2458 -3.3516 -1.0910
H -2.5416 1.9478 -4.7749
H -3.1669 2.7446 -3.3420
H -2.5807 1.1470 -3.2040
H -1.0820 3.8008 -3.4497
H 0.4354 1.1966 -3.9709
H 0.9467 2.8786 -4.1326
H -0.3005 2.2181 -5.2099
H -1.6522 4.4248 -0.9270
H -1.3855 4.5349 1.5313
H 0.7417 2.9217 3.0071
H 0.0131 4.4341 3.3741
H 1.0655 4.3165 2.0329
H -1.6092 1.6794 2.6737
H -2.9359 2.6039 2.1989
H -2.0956 3.1277 3.6216
H 0.6713 1.0840 2.0941
H 4.6971 -0.8252 0.0157
H 2.4259 1.5495 2.0639
H 4.0211 2.6862 -0.3442
H 3.2553 3.5392 0.9987
H 2.3208 2.7239 -0.1831
H 5.3545 1.0868 1.2999
H 4.5345 0.3959 2.7810
H 4.7689 2.1125 2.6411
H 3.9494 -2.8775 -1.7415
H 1.0165 -3.5372 -1.8968
H 2.4045 -4.2531 -2.8586
H 1.8403 -2.6485 -3.1119
H 2.1648 -4.1901 0.3641
H 3.9271 -3.9300 0.4707
H 3.2792 -5.0934 -0.6433
H -2.5420 -2.8984 2.5108
H -0.6052 -2.2569 4.0940
H -0.2906 0.8269 4.1744
H 0.0830 -0.2980 5.4473
H -1.5537 -0.0962 4.9255
H 1.7145 -0.6199 2.8840
H 1.3831 -2.2960 2.5630
H 1.7265 -1.6779 4.2371
H -4.5182 -2.5702 0.3538
H -3.5027 -0.5984 -1.7755
H -4.7330 -0.2667 -0.5199
H -5.0040 -1.5316 -1.7745
H -2.3314 -3.1744 -1.5983
H -4.0313 -3.4394 -1.9129
H -3.1355 -4.2736 -0.5418
S -2.1231 -2.6151 -5.9652
C -2.6052 -2.7999 -4.3882
S -0.4336 -1.5280 -6.0379
S -4.1148 -3.5959 -4.3131


Computed, not measured: C28H46BrN3P2RuS as an isolated structure, with ωB97M-V/def2-TZVPD.

As for the HOMO energy (alpha / beta): -19.16 / -19.23 eV. For the energy relative to the best compared isomer or geometry (same formula, charge and spin), the calculation gives 99.3 kJ/mol. As for the orbital gap (alpha / beta): 0.26677 / 0.19172 Ha. As for the total charge: +4. The calculation puts the LUMO energy (alpha / beta) at -11.901 / -14.013 eV. As for the spin multiplicity: 5.

Cartesian coordinates (Å):
C -4.0413 3.5573 -3.4798
C -2.9519 2.7290 -3.7616
C -1.8880 3.2349 -4.5356
C -1.9844 4.5467 -5.0014
N -3.0315 5.3263 -4.7407
C -4.0411 4.8491 -4.0080
C -2.9503 1.3605 -3.3726
C -2.7852 0.2139 -2.9600
C -2.2436 -0.9735 -2.3414
C -2.7749 -1.4107 -1.1340
C -1.9625 -2.2696 -0.2827
C -0.6318 -2.3444 -0.7985
C -0.2405 -2.3146 -2.1117
C -1.0470 -1.5105 -2.9098
Ru -0.3660 -1.9706 1.0402
P 0.1341 0.2203 0.7397
H -1.0531 2.6155 -4.8357
H -4.9201 3.1898 -2.9723
H -1.1935 4.9888 -5.6168
H -4.8924 5.5204 -3.8598
H -0.8017 -1.2456 -3.9447
H -3.8000 -1.1493 -0.8376
H 0.6466 -2.8486 -2.4645
H -2.3749 -3.1365 0.2287
C 1.2732 1.0166 1.9749
C 1.5831 2.5090 1.8378
H 2.2014 0.4221 1.9378
H 0.8336 0.8171 2.9675
H 2.2369 2.7943 2.6736
H 2.1201 2.7574 0.9163
H 0.6875 3.1351 1.9127
C 0.5767 1.0142 -0.8687
C 0.1065 2.4710 -1.0970
H 0.1489 0.3684 -1.6551
H 1.6785 0.9413 -0.9561
H 0.5310 2.8314 -2.0447
H -0.9881 2.5301 -1.1944
H 0.4292 3.1583 -0.3001
C -1.5705 0.9166 0.9724
C -1.6730 2.2839 1.6410
H -2.1369 0.1629 1.5507
H -2.0021 0.9202 -0.0435
H -2.7379 2.4829 1.8050
H -1.1692 2.3127 2.6152
H -1.2843 3.0932 1.0101
Br 1.7908 -2.7340 2.0504
P 3.6372 -1.1112 -0.4986
C 4.4280 0.5380 -0.5040
C 5.9250 0.4079 -0.3299
H 3.9623 1.0442 0.3604
H 4.1401 1.1011 -1.4051
H 6.3801 1.3981 -0.3572
H 6.1701 -0.0420 0.6345
H 6.3643 -0.2015 -1.1240
C 4.6844 -2.4302 0.2283
C 5.2955 -3.4370 -0.7252
H 3.9654 -2.9654 0.8725
H 5.4390 -1.9765 0.8881
H 5.7627 -4.2299 -0.1333
H 4.5464 -3.9252 -1.3585
H 6.0660 -2.9670 -1.3439
C 3.1212 -1.6013 -2.1955
C 4.1971 -1.2621 -3.2068
H 2.1788 -1.0637 -2.3927
H 2.8582 -2.6709 -2.1954
H 3.8323 -1.4683 -4.2155
H 4.4668 -0.2038 -3.1625
H 5.0971 -1.8630 -3.0482
C -3.6695 -0.2623 5.2452
N -2.3342 -0.7267 4.8849
C -1.9980 -1.3353 3.7325
S -0.3167 -1.3993 3.3975
N -2.9338 -1.9844 3.0042
C -3.8368 -2.9415 3.6480
H -4.1910 0.2322 4.4158
H -3.5297 0.4687 6.0403
H -4.2750 -1.0857 5.6359
H -1.5394 -0.3631 5.4076
H -2.6955 -2.1773 2.0156
H -4.8277 -2.4861 3.7546
H -3.9452 -3.8367 3.0218
H -3.4621 -3.2388 4.6342


Max |F| across the listed records, respectively: 1.9 0.6 0.8 2.0 4.5 eV Å⁻¹.